No. 1
Below is a molecular structure, C17H36CrO14 in a non-equilibrium geometry, with properties calculated with wB97M-V/def2-TZVPD.

Results
⟨S²⟩ ... 20.008
Kohn-Sham gap (alpha / beta) ... 4.89 / 8.68 eV
HOMO (alpha / beta) ... -0.1545 / -0.3571 hartree
Total charge ... 0
Largest force on an atom ... 4.2 eV/A
Spin multiplicity ... 9
Energy above the lowest of the compared OMol25 structures with the same formula, charge and spin ... 0.000 eV

```
68
Properties=species:S:1:pos:R:3:nbo_charge:R:1
Cr -0.07985 0.11156 0.08257 0.0079
C -4.25677 4.56808 -0.56208 -0.6494
C -2.86073 4.04288 -1.02222 -0.1538
O -2.31222 3.06926 -0.16949 -0.2352
H -4.26718 4.94500 0.46063 0.2113
H -5.03175 3.80487 -0.49132 0.2119
H -4.64783 5.42881 -1.10460 0.2095
H -2.20009 4.89719 -1.16994 0.1914
H -2.98727 3.64544 -2.02926 0.2149
C 1.48164 -4.89701 0.75636 -0.6304
C 1.97410 -4.18005 -0.52539 0.0239
C 1.22249 -4.76766 -1.71864 -0.5982
O 1.83548 -2.79080 -0.42969 -0.2527
H 0.47003 -4.73658 1.12918 0.2239
H 2.21900 -4.56179 1.48577 0.2101
H 1.53302 -5.96772 0.55879 0.2021
H 3.00744 -4.41781 -0.77794 0.1741
H 1.49299 -4.19978 -2.60883 0.2212
H 0.14085 -4.84227 -1.60643 0.2139
H 1.60008 -5.77952 -1.86580 0.2128
C -4.31736 -0.05452 2.89158 -0.2414
O -3.90107 -1.15587 3.57814 -0.5124
C -2.59910 -1.53974 3.59829 0.9819
O -1.75707 -1.30532 2.70001 -0.6421
O -2.32656 -2.07497 4.79691 -0.4996
C -0.99441 -2.62828 4.98416 -0.2561
H -4.38260 -0.30319 1.83233 0.1866
H -3.67409 0.80941 3.05866 0.1912
H -5.30700 0.08999 3.32498 0.1907
H -1.02603 -3.57506 4.44498 0.1877
H -0.92486 -2.78236 6.06097 0.1980
H -0.19959 -2.00528 4.57398 0.2122
C 2.60207 4.16554 3.01003 -0.2557
O 3.36971 3.14083 3.54411 -0.4968
C 3.00790 1.85909 3.27278 0.9843
O 2.01491 1.49128 2.61988 -0.6224
O 4.03581 1.07386 3.71772 -0.5232
C 4.24101 -0.28825 3.32102 -0.2480
H 2.86060 5.05128 3.59032 0.1904
H 1.51572 4.07983 2.98546 0.2049
H 2.95203 4.31128 1.98808 0.1810
H 3.27703 -0.78712 3.42092 0.2002
H 4.88735 -0.79309 4.03899 0.1931
H 4.70895 -0.38508 2.34135 0.1895
C -2.49857 -0.31011 -4.98712 -0.2522
O -3.09461 -1.54080 -4.55038 -0.5003
C -2.96560 -1.94108 -3.29182 0.9778
O -2.28242 -1.35639 -2.43171 -0.6304
O -3.66141 -3.11390 -3.15963 -0.5025
C -3.95745 -3.52267 -1.86749 -0.2490
H -2.88196 0.51093 -4.38131 0.1928
H -2.76080 -0.12491 -6.02877 0.1954
H -1.40985 -0.31079 -4.93433 0.1973
H -3.04431 -3.79393 -1.33768 0.1926
H -4.57281 -4.40371 -2.04966 0.1910
H -4.57904 -2.80266 -1.33522 0.1858
C 1.95003 3.58006 -4.30456 -0.2653
O 3.14473 3.47194 -3.57459 -0.5097
C 3.30673 2.63144 -2.51550 0.9889
O 2.40091 2.02990 -1.98828 -0.6022
O 4.60720 2.77829 -2.10600 -0.5144
C 5.16171 2.02042 -1.06154 -0.2474
H 2.13351 3.36558 -5.35738 0.1836
H 1.52925 4.58511 -4.27411 0.1843
H 1.04195 3.01308 -4.09958 0.2065
H 4.86389 2.41748 -0.09110 0.1874
H 6.24896 2.07744 -1.11385 0.1924
H 4.92294 0.97297 -1.24579 0.1946
```


No. 2
Below is a molecular structure, C20H27GaN5OSe2, with properties calculated with wB97M-V/def2-TZVPD.

Results
Kohn-Sham gap ... 8.31 eV
HOMO ... -0.6346 hartree
Total charge ... +3
Largest force on an atom ... 0.8 eV/A
Energy above the lowest of the compared OMol25 structures with the same formula, charge and spin ... 0.079 eV

```
56
Properties=species:S:1:pos:R:3:nbo_charge:R:1
Ga -0.47985 -0.33654 0.05394 1.4038
C -1.27602 1.14480 -2.57631 -0.2856
N -1.93574 0.93568 -1.27012 -0.6526
C -2.24876 2.19046 -0.56166 -0.2777
C -1.06707 2.52418 0.28864 0.4256
N -0.18846 1.59491 0.62224 -0.6831
C 0.76362 2.20632 1.44706 0.1349
C 1.92344 1.72067 2.04631 -0.2538
C 2.64400 2.59953 2.83055 -0.1671
C 2.23847 3.93070 3.00856 -0.1629
C 1.10705 4.43080 2.39657 -0.1891
C 0.38276 3.54343 1.61046 0.0962
N -0.77754 3.69507 0.85296 -0.4715
C -0.11026 0.22338 -2.71632 0.4474
N 0.52478 -0.31888 -1.68368 -0.6707
C 1.65039 -0.98507 -2.20343 0.0640
C 2.75083 -1.59117 -1.59962 -0.2300
C 3.72331 -2.11984 -2.42455 -0.1670
C 3.62757 -2.04410 -3.82136 -0.1566
C 2.57816 -1.39052 -4.43311 -0.2181
C 1.61093 -0.85077 -3.59578 0.1722
N 0.47851 -0.08744 -3.86701 -0.4838
H -0.89377 2.16771 -2.62955 0.2557
H -1.96542 1.01494 -3.41212 0.2589
H -2.80281 0.43530 -1.42667 0.4198
H -3.12448 2.04364 0.07446 0.2587
H -2.48369 3.00863 -1.24647 0.2513
H 2.26779 0.70669 1.88346 0.2221
H 3.55129 2.26125 3.31287 0.2532
H 2.83910 4.58300 3.62731 0.2598
H 0.80505 5.46280 2.51781 0.2569
H -1.29354 4.55731 0.74574 0.4589
H 2.88745 -1.57928 -0.52620 0.2133
H 4.59667 -2.58417 -1.98681 0.2535
H 4.41216 -2.47605 -4.42692 0.2602
H 2.52362 -1.28570 -5.50867 0.2576
H 0.20414 0.22775 -4.78777 0.4583
C -1.05097 0.23565 3.65519 -0.7802
Se -0.14931 -1.09938 2.57303 0.5167
C -1.52691 -2.48622 2.59559 -0.5762
C -2.85037 -2.11354 1.95939 -0.5633
Se -2.77629 -1.71787 0.04542 0.4503
C -2.50206 -3.49782 -0.68807 -0.7666
H -1.20959 -0.19309 4.64279 0.2753
H -1.99682 0.53330 3.21090 0.2275
H -0.39008 1.09395 3.74269 0.2681
H -1.69222 -2.72084 3.64833 0.2812
H -1.07375 -3.35598 2.12658 0.2581
H -3.30140 -1.23622 2.42002 0.2521
H -3.55413 -2.94004 2.06617 0.2826
H -3.48322 -3.96017 -0.76633 0.2798
H -1.85624 -4.09091 -0.04660 0.2442
H -2.07629 -3.39396 -1.68374 0.2498
O 0.41452 -2.60934 0.09428 -0.9536
H 0.32487 -3.23325 -0.64185 0.5212
H 1.30661 -2.77366 0.43142 0.5203
```


No. 3
Below is 2 unconnected molecules or ions with the total composition CH5INO in a non-equilibrium geometry, with properties calculated with wB97M-V/def2-TZVPD.

Results
Kohn-Sham gap ... 9.60 eV
HOMO ... -0.5480 hartree
Total charge ... +1
Largest force on an atom ... 3.1 eV/A
Energy above the lowest of the compared OMol25 structures with the same formula, charge and spin ... 0.475 eV

```
9
Properties=species:S:1:pos:R:3:nbo_charge:R:1
C 0.58007 -0.56813 0.46042 0.0411
N -0.14074 -1.45008 -0.25650 -0.6745
O -0.63887 1.43745 -0.12718 -0.9350
I 2.38319 0.09025 -0.09661 0.4434
H 0.12796 -0.18810 1.42415 0.2671
H -0.95428 -1.91118 0.13433 0.4362
H -0.08995 -1.58872 -1.27018 0.4430
H -0.85943 2.06184 0.51910 0.4846
H -0.40797 2.11667 -0.78754 0.4940
```


No. 4
Below is 21 unconnected molecules or ions with the total composition C17H60N6O20S2 in a non-equilibrium geometry, with properties calculated with wB97M-V/def2-TZVPD.

Results
Kohn-Sham gap ... 6.79 eV
HOMO ... -0.2579 hartree
Total charge ... 0
Largest force on an atom ... 4.2 eV/A

```
105
Properties=species:S:1:pos:R:3:mulliken_charge:R:1
N -1.23625 -2.72319 1.70646 -1.2950
N 0.10818 -0.76913 -0.90726 -0.3040
N 1.17365 -1.48076 -0.56561 -0.7622
S 1.55571 -5.29855 3.02669 -0.2457
S -2.46268 -0.27300 -0.52452 -0.3132
C -0.61547 -3.77856 2.21534 -0.4683
C -0.90481 -1.07676 -0.16705 0.4895
C 0.78517 -2.28832 0.38915 0.2452
C 0.80226 -4.08652 1.97193 0.3745
C 1.54435 -3.33414 1.09477 0.4201
C 5.46223 -5.34590 3.72240 -0.3090
C 6.03307 -4.51275 2.78378 -0.5270
C 4.10360 -5.73703 3.77114 -1.0214
C 5.19050 -3.82759 1.82585 -0.5323
C 3.27357 -5.06687 2.81749 1.1090
C 3.79162 -4.14255 1.88253 -0.1097
N -0.51918 -1.96890 0.76584 0.8453
N 2.95626 -3.46943 0.95172 -0.0484
N -2.98750 3.47210 -2.35874 0.7918
C -3.94820 5.73822 -2.89902 -0.9478
C -2.45951 2.56037 -4.67264 -1.2663
C -1.92517 1.37388 -1.21004 0.1525
C -4.23147 4.27734 -2.46239 -0.0977
C -1.94308 3.42951 -3.45855 -0.5220
C -3.17733 2.17999 -1.60582 -1.5341
H -1.19345 -4.31079 2.94651 0.4296
H 6.20527 -5.81860 4.41005 0.3854
H 7.06063 -4.43854 2.74856 0.4623
H 3.66966 -6.37479 4.52824 0.4873
H 5.60909 -3.22119 1.00236 0.2570
H 3.37054 -2.80725 0.27204 0.1854
H -4.91572 6.24041 -2.79442 0.5347
H -3.50562 5.81062 -3.89310 -0.2806
H -3.27033 6.19948 -2.11516 0.3966
H -1.78134 2.53306 -5.50373 0.4914
H -2.52212 1.45795 -4.40869 0.2261
H -3.48627 2.82196 -5.02227 0.1862
H -1.37528 1.86226 -0.45036 0.2434
H -1.22259 1.23263 -2.11076 -0.0493
H -4.78721 3.77678 -3.21817 0.6279
H -4.88650 4.18278 -1.55508 -0.0768
H -1.00713 2.99225 -3.13600 0.2394
H -1.73880 4.45353 -3.80177 0.4807
H -3.64944 2.38057 -0.67755 0.4757
H -3.80563 1.48922 -2.14396 0.5138
O -1.19230 -7.17874 2.55043 -0.6190
H -1.13420 -7.04193 1.54960 0.3132
H -1.64914 -8.06523 2.72134 0.2655
O -2.11859 -3.54321 5.55307 -0.6625
H -3.13030 -3.52990 5.55877 0.3190
H -1.81690 -4.49182 5.37175 0.4170
O 1.45871 1.37741 -2.59978 -0.6801
H 2.22580 0.78521 -2.89067 0.2665
H 0.85093 0.83417 -2.00039 0.5622
O -0.76872 0.55722 2.37270 -0.6196
H -1.06736 -0.12745 3.05520 0.3069
H -1.29399 1.40778 2.52891 0.3139
O -3.39146 6.12648 -6.54142 -0.7304
H -2.43973 6.09737 -6.88366 0.3318
H -3.41917 6.74236 -5.73912 0.3071
O -3.26882 6.59195 0.73626 -0.6804
H -4.11745 6.19822 1.12169 0.2967
H -2.72704 5.83884 0.33246 0.3468
O -1.55935 5.00912 -0.60399 -0.8873
H -0.67748 5.26382 -1.02965 0.1837
H -2.18211 4.69116 -1.33532 0.2975
O 8.55633 -3.13814 0.12076 -0.6692
H 9.43624 -2.90258 0.56126 0.3395
H 8.75602 -3.55235 -0.78052 0.3198
O 8.07405 -3.33446 5.29952 -0.6542
H 7.68823 -3.65985 6.17646 0.3127
H 8.87897 -3.90609 5.07792 0.3259
O 6.90306 -1.03491 -0.02236 -0.7148
H 7.46017 -1.87458 0.06899 0.3380
H 7.14355 -0.41280 0.73850 0.3318
O -7.41373 3.64640 -4.09784 -0.6748
H -8.32728 3.93136 -4.42644 0.2862
H -6.71945 4.02599 -4.72843 0.4479
O -6.99898 2.93936 -1.62815 -0.6681
H -7.23141 3.29116 -2.54792 0.4147
H -6.93490 3.72708 -0.99636 0.3103
O -1.13245 -6.16213 5.08165 -0.7273
H -1.12250 -6.51222 4.13239 0.3147
H -0.21420 -6.30770 5.48088 0.3392
O -0.99891 3.47331 1.70942 -0.6181
H -1.03890 3.78986 0.74923 0.3132
H -0.02575 3.39082 1.97380 0.3422
O -3.96698 8.61009 -3.94537 -0.6141
H -4.42319 9.45929 -4.25279 0.2934
H -3.70132 8.72814 -2.97622 0.3346
O 5.74259 -7.55749 6.52181 -0.6400
H 6.66978 -7.85299 6.79886 0.3101
H 5.58796 -6.62503 6.88287 0.3218
O 2.65591 -8.92937 5.10570 -0.6586
H 3.64036 -8.94708 4.87267 0.3167
H 2.12743 -8.95086 4.24315 0.3237
O -5.71466 4.67915 -5.97138 -0.6948
H -6.38612 5.42884 -6.07558 0.3169
H -4.78661 5.07324 -6.05608 0.3356
O 4.19777 -0.80847 -0.48296 -0.6267
H 5.12629 -0.73551 -0.08762 0.3651
H 4.27949 -0.76062 -1.49033 0.2817
O 1.63213 4.13131 -3.01238 -0.6436
H 1.60658 3.14386 -2.79320 0.3930
H 1.25590 4.63933 -2.22236 0.2866
```


No. 5
Below is 5 unconnected molecules or ions with the total composition C4H16NO5S in a non-equilibrium geometry, with properties calculated with wB97M-V/def2-TZVPD.

Results
Kohn-Sham gap ... 6.78 eV
HOMO ... -0.1327 hartree
Total charge ... -1
Largest force on an atom ... 2.9 eV/A
Energy above the lowest of the compared OMol25 structures with the same formula, charge and spin ... 0.686 eV

```
27
Properties=species:S:1:pos:R:3:nbo_charge:R:1
O -2.10433 0.96073 -3.41346 -0.6175
C -1.58955 0.13444 -2.69743 0.5552
N -1.42397 0.27672 -1.35297 -0.6281
C -0.63071 -0.68028 -0.63211 -0.0668
C 0.71236 -1.14082 -1.27771 -0.5088
S 1.70226 0.37206 -1.64266 -0.6418
C -1.39208 -1.90760 -0.08922 -0.6252
H -1.26675 -0.85560 -3.05294 0.1005
H -2.09745 0.77417 -0.79133 0.4072
H -0.20524 -0.31098 0.30337 0.1811
H 0.50404 -1.58690 -2.25391 0.1801
H 1.13671 -1.90846 -0.66923 0.1909
H -2.25752 -1.67796 0.54658 0.1928
H -1.87176 -2.52799 -0.85573 0.1926
H -0.74044 -2.48323 0.56660 0.2088
H -0.40929 2.93929 0.59927 0.4994
H -0.77085 3.89935 -0.53790 0.4617
O -1.13698 3.51565 0.26322 -0.9944
H 0.96643 1.59255 -0.14338 0.4902
H 1.92141 2.56213 0.73179 0.4768
O 1.10383 2.06371 0.74624 -1.0548
H 3.08534 -1.54107 2.07875 0.4724
H 2.02358 -1.62424 3.16068 0.4757
O 2.69935 -2.15448 2.71892 -0.9494
H 1.45154 0.30201 2.50349 0.4694
H -0.03070 0.52173 2.24397 0.4807
O 0.62077 0.48508 2.94708 -0.9485
```


No. 6
Below is a molecular structure, C5H7NO, with properties calculated with wB97M-V/def2-TZVPD.

Results
Kohn-Sham gap ... 10.13 eV
HOMO ... -0.3456 hartree
Total charge ... 0
Largest force on an atom ... 0.5 eV/A
Energy above the lowest of the compared OMol25 structures with the same formula, charge and spin ... 4.850 eV

```
14
Properties=species:S:1:pos:R:3:nbo_charge:R:1
O -0.29522 2.13528 -0.94365 -0.5055
C -0.40106 1.27459 -0.10263 0.4198
C -0.36776 -0.19375 -0.41783 -0.1712
C 0.64050 -1.14105 0.15870 -0.0867
C 1.03241 -0.74685 1.55824 -0.2617
C -0.26234 -0.71710 1.88183 -0.0443
N -0.77538 -1.19351 0.59303 -0.3746
H -0.38979 1.41720 -3.05709 0.0265
H -0.56165 1.53977 0.95660 0.1255
H -0.70614 -0.44135 -1.42299 0.2445
H 1.05767 -1.94469 -0.44254 0.2240
H -0.06858 0.92721 -3.51627 -0.0341
H 1.97506 -0.54182 2.04816 0.2259
H -0.87774 -0.37392 2.70644 0.2120
```